[1]
DFT (ωB97M-V/def2-TZVPD) results for a 2-piece molecular cluster, C6H16O overall.

Last column: natural (NBO) charge in e.
Element x y z (Å)
C: -2.133 0.517 -1.506  -0.613
C: -1.254 0.223 -0.271  -0.412
C: 0.272 0.198 -0.648  -0.384
C: 1.079 0.439 0.677  -0.217
C: 2.245 -0.593 0.632  -0.599
C: 1.479 1.880 0.867  -0.621
H: -2.612 1.498 -1.461  0.207
H: -1.571 0.507 -2.438  0.206
H: -2.924 -0.230 -1.591  0.199
H: -1.423 -0.838 -0.076  0.198
H: -1.449 0.807 0.623  0.199
H: 0.509 0.816 -1.511  0.200
H: 0.451 -0.843 -0.895  0.201
H: 0.484 0.004 1.471  0.192
H: 1.818 -1.580 0.806  0.200
H: 2.882 -0.506 1.517  0.200
H: 2.779 -0.554 -0.313  0.204
H: 1.675 2.460 -0.031  0.210
H: 0.808 2.480 1.484  0.214
H: 2.430 1.904 1.417  0.208
H: -2.461 -2.369 0.195  0.477
H: -1.284 -3.160 0.922  0.477
O: -1.801 -3.060 0.132  -0.946

Output
Structure (SMILES): CCCC(C)C.O
Energy relative to the best compared isomer or geometry (same formula, charge and spin) in kcal/mol: 22.7
Spin multiplicity: 1
Kohn-Sham gap in eV: 11.102
Charge: 0



[2]
DFT (ωB97M-V/def2-TZVPD) results for a 2-piece molecular cluster, C4H7NO4 overall.

Last column: natural (NBO) charge in e.
Element x y z (Å)
C: 3.364 0.639 -0.522  -0.123
C: 2.833 1.177 0.404  0.064
C: -1.621 -1.751 0.295  -0.640
C: -1.894 -1.161 -1.095  -0.066
N: 2.329 1.860 1.503  0.479
O: 2.310 1.194 2.520  -0.325
O: 1.944 3.006 1.334  -0.333
O: -0.783 0.913 -0.450  -0.483
O: -1.989 0.329 -0.956  -0.304
H: -1.039 1.666 -0.044  0.458
H: 3.549 0.167 -1.414  0.237
H: -0.738 -1.531 0.699  0.221
H: -2.317 -1.068 0.909  0.215
H: -1.938 -2.772 0.146  0.216
H: -2.905 -1.176 -1.539  0.210
H: -1.106 -1.491 -1.791  0.174

Output
Structure (SMILES): C#C[N+](=O)[O-].CCOO
Energy relative to the best compared isomer or geometry (same formula, charge and spin) in kcal/mol: 253.3
Spin multiplicity: 1
Kohn-Sham gap in eV: 8.595
Charge: 0



[3]
DFT (ωB97M-V/def2-TZVPD) results for a 2-piece molecular cluster, C24H43B2BrClF3IN6O11S2 overall.

Last column: Löwdin charge in e.
Element x y z (Å)
C: -1.530 2.541 2.754  -0.007
O: -1.375 1.397 1.891  0.046
B: -1.651 1.463 0.564  -0.745
O: -2.781 2.035 0.047  0.181
N: -0.705 0.777 -0.423  0.240
C: 0.648 0.988 -0.390  -0.262
N: 1.224 2.211 -0.549  0.072
B: 2.755 2.489 -0.368  -0.712
N: 3.515 2.770 -1.516  0.265
O: 3.254 2.458 0.895  0.205
S: 0.373 3.608 -0.903  0.798
O: -0.672 3.786 0.047  -0.197
O: 1.362 4.618 -1.053  -0.192
C: -0.346 3.360 -2.619  -0.664
F: 0.240 2.316 -3.194  0.153
F: -1.641 3.189 -2.532  0.183
F: -0.082 4.445 -3.301  0.199
N: 1.393 -0.083 -0.106  0.055
C: 2.749 -0.389 -0.583  -0.170
C: 2.922 -0.616 -2.082  -0.171
C: 4.361 -1.114 -2.356  -0.168
C: 5.371 -0.041 -2.779  -0.140
C: 6.228 0.490 -1.619  -0.160
O: 6.205 1.922 -1.606  -0.066
C: 6.909 2.564 -0.613  -0.522
C: 6.688 2.133 0.814  0.026
O: 7.606 3.475 -0.903  0.167
C: 0.429 -1.198 0.146  -0.580
I: 1.035 -3.201 -0.381  1.209
C: 0.181 -1.177 1.674  -0.204
C: 1.101 -2.010 2.527  -0.885
O: 2.217 -1.742 2.778  0.060
Br: 0.244 -3.548 3.313  0.788
C: -0.821 -0.740 -0.673  -0.305
C: -2.059 -1.534 -0.222  -0.151
C: -3.435 -0.884 -0.332  -0.175
C: -4.599 -1.868 -0.518  -0.175
C: -4.545 -3.165 0.309  -0.260
S: -4.463 -4.678 -0.633  0.342
O: -5.080 -4.469 -1.905  -0.329
O: -4.893 -5.741 0.219  -0.328
Cl: -2.474 -4.953 -0.945  0.416
C: -0.601 -0.945 -2.196  -0.099
C: -1.860 -0.931 -3.053  -0.399
C: -2.352 0.348 -3.661  -0.017
N: -2.399 -2.064 -3.233  0.182
H: -0.642 2.600 3.384  0.101
H: -1.645 3.459 2.188  0.084
H: -2.393 2.394 3.407  0.094
H: -3.589 1.721 0.464  0.120
H: 4.511 2.850 -1.328  0.085
H: 3.418 2.126 -2.290  0.076
H: 2.644 2.104 1.553  0.124
H: 3.116 -1.235 0.000  0.099
H: 3.440 0.410 -0.298  0.106
H: 2.779 0.333 -2.602  0.101
H: 2.246 -1.383 -2.456  0.071
H: 4.276 -1.843 -3.164  0.118
H: 4.751 -1.663 -1.493  0.119
H: 4.904 0.789 -3.314  0.116
H: 6.065 -0.506 -3.482  0.118
H: 5.842 0.098 -0.672  0.104
H: 7.259 0.141 -1.717  0.141
H: 6.006 1.293 0.930  0.064
H: 6.268 2.984 1.349  0.100
H: 7.649 1.858 1.250  0.102
H: 0.362 -0.161 2.032  0.130
H: -0.842 -1.413 1.946  0.056
H: -1.968 -1.919 0.788  0.075
H: -2.066 -2.421 -0.859  0.043
H: -3.486 -0.147 -1.133  0.103
H: -3.632 -0.348 0.604  0.086
H: -4.715 -2.119 -1.573  0.097
H: -5.510 -1.349 -0.214  0.119
H: -3.753 -3.197 1.058  0.086
H: -5.484 -3.326 0.846  0.110
H: 0.116 -0.214 -2.580  0.109
H: -0.177 -1.930 -2.376  0.048
H: -3.168 0.135 -4.356  0.090
H: -1.562 0.834 -4.239  0.081
H: -2.726 1.040 -2.905  0.071
H: -3.223 -2.001 -3.832  0.078
C: -2.286 -1.282 4.906  0.008
C: -3.115 -1.121 3.652  -0.489
O: -2.742 -1.520 2.548  -0.021
N: -4.311 -0.505 3.782  0.028
C: -4.927 0.030 4.985  -0.055
H: -1.358 -1.807 4.692  0.018
H: -2.052 -0.301 5.323  0.092
H: -2.831 -1.860 5.652  0.098
H: -4.824 -0.428 2.917  0.139
H: -5.878 -0.467 5.178  0.092
H: -5.115 1.098 4.874  0.087
H: -4.279 -0.120 5.841  0.076

Output
Spin multiplicity: 1
Kohn-Sham gap in eV: 9.476
Charge: +1



[4]
DFT (ωB97M-V/def2-TZVPD) results for an isolated ion of composition C2H7N2O and charge +1.

Last column: natural (NBO) charge in e.
Element x y z (Å)
N: -1.148 -0.867 1.100  -0.675
C: -0.564 -0.816 -0.276  -0.332
C: 0.445 0.336 -0.240  0.653
N: 1.030 0.635 -1.403  -0.779
O: 0.678 0.849 0.831  -0.594
H: -1.337 -1.806 1.429  0.445
H: -1.995 -0.324 1.241  0.447
H: -0.440 -0.438 1.712  0.474
H: -0.160 -1.804 -0.503  0.260
H: -1.375 -0.623 -0.982  0.249
H: 0.663 0.388 -2.301  0.419
H: 1.737 1.361 -1.354  0.433

Output
Structure (SMILES): NC(=O)C[NH3+]
Energy relative to the best compared isomer or geometry (same formula, charge and spin) in kcal/mol: 0.3
Spin multiplicity: 1
Kohn-Sham gap in eV: 11.511
Charge: +1



[5]
DFT (ωB97M-V/def2-TZVPD) results for C18H28BBr14O10V as an isolated structure.

Last column: Mulliken spin population.
Element x y z (Å)
O: 18.082 -16.596 -32.567  -0.014
V: 17.234 -17.470 -31.628  0.233
O: 18.062 -18.786 -31.434  0.014
O: 10.579 -22.254 -29.928  0.000
C: 11.193 -21.192 -30.030  0.000
O: 12.526 -20.929 -30.363  0.001
B: 12.709 -19.453 -30.368  -0.047
O: 11.435 -18.847 -29.930  -0.006
C: 10.566 -19.805 -29.748  -0.007
O: 9.368 -19.701 -29.447  -0.002
O: 13.171 -18.904 -31.692  0.078
C: 14.406 -18.455 -31.590  0.273
O: 15.161 -17.984 -32.475  0.080
C: 14.833 -18.598 -30.184  0.229
O: 13.813 -19.046 -29.488  0.052
O: 15.895 -18.174 -29.681  0.090
Br: 13.937 -22.643 -34.985  0.000
C: 14.452 -22.192 -33.039  -0.010
C: 14.213 -23.346 -32.073  -0.002
Br: 15.004 -22.770 -30.272  0.002
H: 13.750 -21.433 -32.695  0.014
H: 15.455 -21.768 -33.086  0.001
H: 14.718 -24.256 -32.397  0.000
H: 13.170 -23.601 -31.889  0.000
Br: 7.386 -21.583 -33.363  0.000
C: 8.424 -23.320 -33.250  0.000
C: 9.926 -23.010 -33.341  0.000
Br: 10.931 -24.738 -32.893  0.000
H: 7.964 -24.065 -33.899  0.000
H: 8.278 -23.713 -32.244  0.000
H: 10.365 -22.306 -32.635  0.001
H: 10.151 -22.832 -34.393  0.000
Br: 6.169 -22.207 -26.348  0.000
C: 6.598 -21.227 -28.000  0.000
C: 7.376 -22.102 -29.027  0.000
Br: 6.125 -23.337 -29.846  0.000
H: 7.197 -20.358 -27.728  0.000
H: 5.614 -20.979 -28.399  0.000
H: 8.176 -22.574 -28.457  0.000
H: 7.769 -21.464 -29.819  0.000
Br: 14.514 -16.209 -25.439  0.000
C: 13.168 -17.617 -25.684  0.000
C: 13.676 -19.011 -25.884  0.000
Br: 12.051 -20.214 -25.549  0.000
H: 12.375 -17.306 -26.365  0.000
H: 12.603 -17.552 -24.754  0.000
H: 14.538 -19.255 -25.264  0.000
H: 13.980 -19.222 -26.910  0.002
Br: 18.248 -16.354 -29.208  0.002
C: 17.234 -14.688 -28.533  0.007
C: 15.757 -14.988 -28.872  0.000
Br: 15.371 -15.178 -30.816  0.006
H: 17.576 -13.808 -29.078  0.000
H: 17.515 -14.581 -27.485  0.001
H: 15.260 -14.027 -28.739  -0.001
H: 15.215 -15.810 -28.406  0.000
Br: 7.889 -15.469 -30.285  0.000
C: 7.534 -16.503 -28.643  0.000
C: 8.856 -16.552 -27.847  0.000
Br: 8.525 -17.922 -26.461  0.000
H: 7.179 -17.462 -29.023  0.000
H: 6.700 -16.143 -28.041  0.000
H: 9.330 -15.652 -27.457  0.000
H: 9.671 -17.080 -28.343  0.000
Br: 11.387 -17.561 -34.119  0.000
C: 10.248 -19.036 -33.372  -0.002
C: 9.079 -18.447 -32.486  -0.001
Br: 7.851 -17.396 -33.610  0.000
H: 10.879 -19.584 -32.672  0.005
H: 9.966 -19.692 -34.195  0.000
H: 9.458 -17.732 -31.756  0.001
H: 8.524 -19.293 -32.080  0.000

Output
Spin multiplicity: 2
Kohn-Sham gap (alpha / beta) in eV: 4.806 / 9.212
<S²>: 0.756
Charge: -1



Record order is preserved below.
Max |F|: 2.593 6.471 1.782 0.970 4.056 eV Å⁻¹
Record order is preserved below.
Energy: -8528.249 -13931.653 -178889.042 -7209.134 -1046561.768 eV